[1]
This record from OMol25 describes 2 unconnected molecules or ions with the total composition C13H11N4O7. The level of theory is ωB97M-V/def2-TZVPD.

Geometry as ORCA input:
```
! RIJCOSX wB97M-V def2-TZVPD def2/J DEFGRID3
* xyz -1 1
C 4.327 -1.374 1.290
C 3.333 -0.973 0.229
O 2.742 0.288 0.593
C 1.772 0.665 -0.309
C 1.153 1.888 0.155
C 0.510 2.843 -0.674
C 0.480 4.257 -0.135
O -0.025 2.553 -1.757
O 1.533 -0.026 -1.299
H 4.795 -2.307 0.966
H 5.113 -0.625 1.431
H 3.818 -1.549 2.243
H 3.835 -0.866 -0.745
H 2.535 -1.728 0.159
H 1.417 2.175 1.174
H 1.103 4.357 0.758
H 0.830 4.954 -0.903
H -0.554 4.508 0.117
N -4.108 -4.488 1.225
C -3.550 -3.512 0.907
C -2.888 -2.316 0.484
C -3.112 -1.042 1.008
C -2.465 0.113 0.469
N -2.852 1.367 1.063
O -3.687 1.335 1.998
O -2.370 2.441 0.642
C -1.560 0.024 -0.605
C -1.402 -1.239 -1.147
N -0.808 -1.625 -2.365
O -0.254 -1.041 -3.263
O -1.050 -3.053 -2.468
N -1.779 -3.521 -1.388
C -2.000 -2.415 -0.634
H -3.793 -0.922 1.843
H -1.039 0.856 -1.063
*
```

Output
LUMO energy: 0.77 eV
Gap between HOMO and LUMO: 4.81 eV
Relative energy (zero: lowest compared OMol25 entry of this formula, charge and spin): 0.0 kJ/mol

Results of the Mulliken charge analysis, in e, for atoms 1 through 6: -1.26 -0.05 -0.35 0.60 -0.58 0.95



[2]
This record from OMol25 describes 9 unconnected molecules or ions with the total composition C47H73BN2O29. The level of theory is ωB97M-V/def2-TZVPD.

Geometry as ORCA input:
```
! RIJCOSX wB97M-V def2-TZVPD def2/J DEFGRID3
* xyz 0 1
C -3.015 0.914 -4.922
C -1.530 0.513 -4.330
C -0.685 -0.540 -5.259
C -0.777 -2.121 -4.722
C -2.264 -2.774 -4.945
C -2.910 -3.507 -3.629
C -3.067 -2.419 -2.370
C -3.797 -3.021 -1.052
C -2.861 -3.416 0.217
C -1.599 -2.435 0.548
O -0.376 -2.463 -0.260
C -0.137 -3.743 -0.924
C 1.292 -3.663 -1.791
C -1.053 -2.548 2.127
C 0.061 -3.650 2.530
C 1.600 -3.412 2.099
C 2.227 -1.920 2.315
C 2.375 -1.215 0.842
N 3.454 -0.132 0.768
C 4.851 -0.462 0.207
C 5.778 0.894 0.192
C 4.712 1.987 0.808
C 3.248 1.322 1.165
C -1.034 -1.040 2.856
O -1.150 -0.752 4.159
N -0.915 -0.161 1.632
C -1.891 -0.788 0.613
O -1.515 0.011 -0.599
B -3.328 -0.263 1.213
O -3.722 1.142 0.842
O -4.275 -1.028 2.045
H -3.850 0.766 -4.097
H -3.347 0.287 -5.860
H -3.048 2.066 -5.231
H -1.613 0.026 -3.248
H -0.966 1.550 -4.149
H -0.972 -0.468 -6.408
H 0.468 -0.238 -5.203
H 0.002 -2.709 -5.409
H -0.355 -2.210 -3.627
H -2.957 -1.911 -5.371
H -2.154 -3.570 -5.819
H -2.363 -4.491 -3.310
H -4.017 -3.828 -3.940
H -2.004 -1.961 -2.224
H -3.781 -1.567 -2.807
H -4.362 -4.017 -1.389
H -4.667 -2.304 -0.661
H -3.575 -3.385 1.175
H -2.582 -4.566 0.103
H -0.003 -4.568 -0.104
H -0.945 -4.084 -1.696
H 1.200 -4.340 -2.756
H 1.449 -2.534 -2.092
H 2.209 -4.020 -1.156
H -2.032 -2.989 2.653
H -0.301 -4.700 2.097
H 0.030 -3.787 3.714
H 1.879 -3.752 0.988
H 2.255 -4.141 2.783
H 1.717 -1.263 3.136
H 3.347 -2.085 2.699
H 2.660 -1.990 -0.021
H 1.384 -0.683 0.456
H 5.278 -1.483 -0.184
H 6.883 1.081 -0.185
H 4.946 3.140 0.948
H 2.259 1.783 1.585
H -1.103 0.838 1.881
H -2.323 0.193 -1.163
H -4.629 1.148 0.416
H -3.986 -0.996 3.004
O 8.419 1.633 1.222
C 8.331 2.021 2.375
O 7.971 1.232 3.429
C 8.206 1.984 4.605
C 8.152 3.398 4.125
O 8.579 3.301 2.779
H 7.444 1.771 5.360
H 9.189 1.716 5.006
H 7.137 3.808 4.145
H 8.813 4.057 4.695
O -5.720 -0.527 -3.774
C -6.423 -1.509 -3.602
O -6.117 -2.540 -2.761
C -7.271 -3.355 -2.674
C -8.003 -3.051 -3.941
O -7.618 -1.720 -4.228
H -6.995 -4.410 -2.595
H -7.840 -3.068 -1.783
H -7.691 -3.696 -4.769
H -9.088 -3.124 -3.823
O -1.042 -0.289 -8.332
C -0.033 0.336 -8.612
O 1.021 0.521 -7.764
C 2.067 1.092 -8.527
C 1.348 1.740 -9.665
O 0.189 0.943 -9.814
H 2.636 1.810 -7.930
H 2.740 0.293 -8.858
H 1.045 2.768 -9.437
H 1.940 1.741 -10.585
O 7.900 6.617 4.507
C 7.368 6.903 3.447
O 6.538 6.073 2.751
C 5.960 6.844 1.714
C 6.944 7.951 1.521
O 7.528 8.095 2.802
H 5.828 6.241 0.811
H 4.982 7.206 2.047
H 7.729 7.693 0.802
H 6.466 8.883 1.206
O -8.955 -1.677 7.185
C -7.983 -1.382 6.509
O -7.254 -2.273 5.776
C -6.369 -1.516 4.971
C -6.242 -0.228 5.717
O -7.482 -0.118 6.389
H -5.410 -2.030 4.860
H -6.818 -1.383 3.981
H -5.438 -0.253 6.461
H -6.084 0.625 5.052
O 4.014 6.336 3.674
C 3.926 6.723 4.828
O 3.566 5.934 5.882
C 3.801 6.686 7.057
C 3.747 8.100 6.577
O 4.174 8.004 5.232
H 3.039 6.474 7.812
H 4.784 6.418 7.458
H 2.731 8.510 6.597
H 4.407 8.759 7.147
O -4.092 -6.660 -4.195
C -3.197 -7.010 -4.946
O -1.869 -6.795 -4.716
C -1.158 -7.540 -5.688
C -2.149 -7.691 -6.797
O -3.394 -7.668 -6.126
H -0.258 -7.005 -6.004
H -0.867 -8.502 -5.253
H -2.113 -6.857 -7.506
H -2.020 -8.629 -7.344
O -0.191 7.069 6.072
C -0.168 5.850 6.113
O -1.181 5.045 5.679
C -0.683 3.720 5.685
C 0.427 3.775 6.683
O 0.874 5.115 6.600
H -1.467 3.013 5.972
H -0.330 3.470 4.679
H 0.082 3.580 7.704
H 1.237 3.080 6.443
*
```

Output
LUMO energy: -0.02 eV
Gap between HOMO and LUMO: 7.07 eV

Results of the Mulliken charge analysis, in e, for atoms 1 through 6: -0.83 0.51 -0.60 0.32 -0.45 -0.43



[3]
This record from OMol25 describes a single C9H13N2OP molecule. The level of theory is ωB97M-V/def2-TZVPD.

Geometry as ORCA input:
```
! RIJCOSX wB97M-V def2-TZVPD def2/J DEFGRID3
* xyz 0 1
C 2.504 0.655 1.128
C 1.736 1.145 2.150
C 2.069 -0.444 0.350
C -0.962 0.341 1.421
C -2.392 0.494 1.386
C -0.144 -1.452 -2.398
C -0.078 0.026 -2.552
C 1.059 -1.804 -1.441
C 0.487 0.525 -1.237
N 1.348 -0.553 -0.671
N -3.260 -0.163 2.257
O -2.907 1.035 0.389
P 0.020 1.224 2.354
H 3.604 0.862 1.392
H 2.141 1.858 2.877
H -0.960 -1.786 -1.607
H -0.191 -2.045 -3.262
H 0.773 0.148 -3.320
H -1.066 0.533 -2.910
H 0.945 -2.687 -0.830
H 2.014 -2.178 -2.087
H 1.002 1.479 -1.333
H -0.477 0.780 -0.594
H -2.905 -0.668 3.005
H -4.252 0.278 2.408
H -0.106 2.399 3.124
*
```

Output
LUMO energy (alpha / beta): -0.13 / -0.13 eV
Gap between HOMO and LUMO (alpha / beta): 7.28 / 7.28 eV
Relative energy (zero: lowest compared OMol25 entry of this formula, charge and spin): 558.1 kJ/mol

Results of the Mulliken charge analysis, in e, for atoms 1 through 6: -0.55 -0.33 0.21 -0.42 0.55 -0.60



[4]
This record from OMol25 describes a molecular structure, C7H21NO3P2Si2. The level of theory is ωB97M-V/def2-TZVPD.

Geometry as ORCA input:
```
! RIJCOSX wB97M-V def2-TZVPD def2/J DEFGRID3
* xyz 0 1
C 4.339 0.240 -0.428
C 2.863 0.595 -1.032
P 1.602 0.900 0.387
C 1.850 -0.595 1.536
Si -0.452 0.972 -0.438
C -0.562 -0.372 -1.843
C -0.987 -1.754 -1.084
O -2.432 -1.879 -1.108
C -2.965 -2.294 0.139
C -2.303 -3.340 1.143
O -4.087 -1.815 0.459
O -1.667 0.539 0.712
Si -1.701 1.611 2.091
P -0.735 2.948 -1.386
N -2.009 3.780 -0.815
H 4.378 -0.901 -0.357
H 5.170 0.551 -1.146
H 4.414 0.747 0.590
H 2.561 -0.300 -1.687
H 2.933 1.521 -1.707
H 1.011 -0.591 2.321
H 2.851 -0.417 2.081
H 1.864 -1.586 0.971
H 0.441 -0.486 -2.396
H -1.391 -0.041 -2.578
H -0.557 -2.599 -1.730
H -0.526 -1.686 -0.045
H -2.994 -4.231 1.287
H -2.239 -2.812 2.165
H -1.233 -3.607 0.858
H -0.496 2.438 2.218
H -2.855 2.513 1.872
H -1.972 0.811 3.299
H 0.436 3.765 -1.120
H -0.934 2.716 -2.800
H -1.615 4.662 -0.427
*
```

Output
LUMO energy: -0.02 eV
Gap between HOMO and LUMO: 8.22 eV

Results of the Mulliken charge analysis, in e, for atoms 1 through 6: -0.98 -0.39 -0.07 -0.96 0.42 -0.65